Entry 1:
C23H54F3N6O5 | ωB97M-V/def2-TZVPD

Calculated values
HOMO-LUMO gap: 6.408 eV
Total charge: +1
LUMO level: -3.444 eV
E_HOMO: -9.9 eV
Maximum force: 0.1069 hartree/bohr

XYZ file:
```
91
Properties=species:S:1:pos:R:3:lowdin_charge:R:1
C 0.922 -1.348 2.411 -0.145
C 0.851 -0.847 0.850 -0.235
C -0.727 -1.026 0.325 -0.213
N -1.251 0.377 0.120 -0.034
C -2.750 0.374 -0.240 -0.400
C -2.870 -0.348 -1.697 -0.028
C -3.115 1.987 -0.493 -0.170
C -2.177 3.007 0.393 -0.210
N -2.809 4.359 0.675 -0.019
N -4.601 2.258 -0.413 0.037
C -5.280 1.705 0.832 -0.097
C -4.310 0.720 1.713 -0.121
N -3.488 -0.252 0.899 -0.069
C -4.321 -1.452 0.544 -0.155
O -3.528 -2.715 0.364 -0.029
C -4.393 -3.811 -0.098 -0.257
F -4.690 -3.680 -1.545 0.040
F -5.613 -4.035 0.712 0.052
F -3.571 -5.071 0.039 0.032
H 0.480 -2.454 2.426 0.093
H 2.002 -1.376 2.870 0.073
H 0.176 -0.645 3.019 0.091
H 1.219 0.278 0.704 0.113
H 1.605 -1.517 0.223 0.110
H -1.261 -1.643 1.164 0.116
H -0.634 -1.662 -0.674 0.125
H -0.805 0.821 -0.738 0.123
H -2.562 -1.477 -1.732 0.101
H -2.129 0.233 -2.430 0.093
H -3.963 -0.136 -2.104 0.100
H -2.809 2.177 -1.631 0.164
H -1.137 3.218 -0.155 0.148
H -1.867 2.568 1.457 0.135
H -3.249 4.740 -0.192 0.069
H -3.614 4.157 1.339 0.076
H -4.863 3.275 -0.580 0.184
H -5.040 1.736 -1.231 0.185
H -5.726 2.573 1.498 0.154
H -6.219 1.060 0.479 0.154
H -4.952 0.222 2.569 0.157
H -3.532 1.426 2.279 0.140
H -4.997 -1.679 1.503 0.159
H -5.100 -1.283 -0.331 0.153
C 0.489 -0.586 -8.069 -0.109
O 0.939 0.745 -7.857 -0.198
C 0.226 1.723 -8.626 -0.195
C -0.693 2.565 -7.725 -0.201
N -1.825 1.777 -7.231 -0.052
C -2.571 2.417 -6.140 -0.192
C -1.805 2.743 -4.843 -0.213
O -1.401 1.594 -4.095 -0.238
C -0.210 0.973 -4.561 -0.082
H 1.224 -1.267 -7.634 0.092
H -0.469 -0.760 -7.575 0.069
H 0.403 -0.811 -9.137 0.091
H -0.324 1.273 -9.460 0.124
H 0.984 2.387 -9.054 0.123
H -1.070 3.422 -8.293 0.125
H -0.086 2.944 -6.901 0.095
H -1.490 0.880 -6.899 0.063
H -3.390 1.735 -5.884 0.116
H -3.036 3.336 -6.523 0.120
H -2.497 3.288 -4.190 0.107
H -0.959 3.419 -5.005 0.113
H 0.510 1.697 -4.955 0.097
H -0.451 0.216 -5.303 0.073
H 0.251 0.461 -3.712 0.087
C 6.078 0.249 7.965 -0.112
O 6.250 0.304 6.555 -0.200
C 7.378 -0.444 6.084 -0.200
C 6.924 -1.711 5.341 -0.207
N 6.353 -2.696 6.264 -0.055
C 5.633 -3.792 5.602 -0.191
C 4.423 -3.424 4.721 -0.220
O 3.299 -2.923 5.447 -0.190
C 3.381 -1.545 5.787 -0.105
H 5.355 1.017 8.250 0.090
H 5.683 -0.721 8.274 0.071
H 7.018 0.451 8.489 0.089
H 8.087 -0.675 6.887 0.122
H 7.896 0.202 5.368 0.119
H 7.782 -2.155 4.825 0.122
H 6.196 -1.407 4.588 0.093
H 5.710 -2.232 6.894 0.062
H 5.279 -4.455 6.399 0.120
H 6.348 -4.374 5.005 0.118
H 4.076 -4.352 4.250 0.119
H 4.683 -2.755 3.896 0.104
H 3.891 -0.956 5.020 0.085
H 3.864 -1.429 6.755 0.067
H 2.360 -1.166 5.886 0.087
```



Entry 2:
C23H54N2O15P | ωB97M-V/def2-TZVPD

Calculated values
HOMO-LUMO gap: 5.007 eV
Total charge: -1
LUMO level: 1.610 eV
E_HOMO: -3.4 eV
ΔE to the lowest compared entry with this formula, charge and spin: 331.63 kcal per mole
Maximum force: 0.3717 hartree/bohr

XYZ file:
```
95
Properties=species:S:1:pos:R:3:lowdin_charge:R:1
N 32.026 2.118 50.871 0.084
H 31.951 3.000 50.463 0.077
H 31.101 2.007 51.186 -0.083
H 32.748 2.102 51.610 -0.206
H 32.236 1.284 50.138 0.076
N 31.938 -1.493 51.273 0.302
H 32.677 -1.506 51.921 0.100
H 31.142 -1.344 51.852 0.096
H 31.725 -2.276 50.696 0.122
H 32.077 -0.481 50.827 0.153
P 31.933 1.171 52.958 0.014
O 31.971 -0.059 53.789 -0.306
O 33.136 1.239 51.912 -0.278
O 31.986 2.450 53.635 -0.159
O 30.761 1.250 52.090 -0.299
O 30.063 2.829 48.519 0.089
C 29.016 2.578 49.119 -0.427
O 27.873 3.420 49.165 -0.003
C 28.036 4.611 48.465 -0.347
C 26.872 5.455 48.776 -0.109
C 28.872 1.401 49.953 0.001
H 28.109 4.615 47.389 0.096
H 29.138 5.094 48.290 0.169
H 25.910 4.897 48.421 0.110
H 26.983 6.508 48.194 0.127
H 26.682 5.825 49.745 0.027
H 28.549 1.578 50.942 0.065
H 29.572 0.646 49.915 0.033
H 27.876 0.709 49.843 0.156
O 36.466 1.101 56.219 -0.012
C 35.924 1.133 55.064 -0.451
O 35.943 2.154 54.177 -0.003
C 35.256 2.023 52.998 -0.275
C 35.823 3.124 52.084 -0.016
C 35.117 -0.118 54.758 -0.022
H 34.216 2.275 53.315 0.100
H 35.384 0.982 52.637 0.110
H 36.562 2.663 51.815 -0.060
H 36.135 4.130 52.465 0.112
H 35.258 3.061 51.028 0.128
H 35.305 -0.849 55.558 0.075
H 35.389 -0.626 53.783 0.080
H 33.950 0.183 54.577 0.117
O 27.557 0.088 56.816 -0.018
C 28.194 0.310 55.715 -0.472
O 28.051 1.403 54.944 -0.029
C 29.130 1.847 54.039 -0.134
C 28.723 3.275 53.465 0.007
C 29.308 -0.585 55.291 -0.019
H 29.374 1.059 53.464 0.021
H 30.070 1.907 54.781 0.164
H 28.990 3.995 54.032 0.011
H 27.679 3.232 53.173 0.091
H 29.270 3.600 52.725 0.000
H 30.307 -0.259 55.534 0.077
H 29.201 -0.895 54.320 0.048
H 29.156 -1.418 56.064 0.114
O 33.161 -1.250 48.620 0.058
C 32.760 -0.507 47.727 -0.518
O 32.974 -0.577 46.455 0.046
C 33.372 -1.699 45.785 -0.257
C 33.492 -1.507 44.254 -0.082
C 32.005 0.693 48.175 0.022
H 32.863 -2.529 45.909 0.066
H 34.549 -1.888 45.967 0.167
H 32.481 -1.189 43.886 0.078
H 33.686 -2.514 43.633 0.123
H 34.291 -0.770 44.059 0.069
H 30.890 0.424 47.988 0.150
H 32.270 1.456 47.702 -0.005
H 32.021 0.864 49.255 0.024
O 32.935 5.058 51.549 0.020
C 32.061 5.122 52.427 -0.605
O 30.973 5.682 52.451 0.015
C 30.569 6.617 51.329 -0.112
C 29.023 6.718 51.477 -0.077
C 32.295 4.436 53.839 -0.003
H 30.792 6.314 50.259 0.116
H 31.168 7.571 51.460 0.134
H 28.380 5.874 51.862 0.104
H 28.553 7.413 50.834 0.056
H 28.849 7.331 52.254 0.014
H 31.800 3.448 53.714 -0.193
H 31.894 5.024 54.548 0.018
H 33.338 4.119 54.038 0.092
C 35.218 0.785 49.315 0.005
C 34.768 1.643 48.192 -0.350
O 33.740 2.481 48.422 -0.015
C 35.420 1.563 46.891 0.009
H 35.103 -0.232 49.071 0.067
H 34.380 0.787 50.020 0.086
H 36.067 1.143 49.571 0.032
H 34.813 2.077 46.294 0.054
H 35.594 0.461 46.577 0.135
H 36.296 1.956 46.987 0.033
```



Entry 3:
C23H54NO10 | ωB97M-V/def2-TZVPD

Calculated values
HOMO-LUMO gap: 7.314 eV
Total charge: -1
LUMO level: 2.257 eV
E_HOMO: -5.1 eV
Maximum force: 0.0408 hartree/bohr

XYZ file:
```
88
Properties=species:S:1:pos:R:3:lowdin_charge:R:1
C 3.781 -0.333 2.215 0.021
C 2.963 0.573 1.336 -0.465
O 3.104 0.595 0.145 0.092
N 1.983 1.352 2.018 0.062
C 0.723 1.328 1.338 -0.424
C -0.290 0.406 1.955 0.018
O 0.478 1.945 0.332 0.099
C 2.469 2.727 2.329 -0.711
O 1.715 3.387 3.048 -0.006
O 3.571 3.028 1.819 -0.021
H 3.677 -0.009 3.243 0.081
H 3.392 -1.340 2.091 0.084
H 4.819 -0.245 1.914 0.079
H -0.157 -0.579 1.512 0.076
H -0.045 0.324 3.007 0.085
H -1.292 0.789 1.812 0.082
C 1.383 -1.397 -1.855 -0.054
C -0.123 -1.518 -2.013 -0.493
C -0.611 -0.801 -3.264 -0.054
O -0.775 -0.984 -0.862 -0.064
H 1.677 -0.350 -1.752 0.069
H 1.716 -1.910 -0.951 0.073
H 1.908 -1.825 -2.712 0.082
H -0.406 -2.574 -2.066 0.120
H -0.376 0.264 -3.204 0.078
H -1.694 -0.892 -3.359 0.073
H -0.145 -1.210 -4.163 0.078
H -0.539 -0.048 -0.788 0.068
C 1.251 3.460 -2.812 -0.068
C 1.167 4.621 -1.829 -0.495
C 2.352 4.614 -0.880 -0.052
O -0.049 4.542 -1.088 -0.064
H 1.243 2.511 -2.271 0.062
H 0.391 3.464 -3.486 0.070
H 2.164 3.512 -3.410 0.073
H 1.129 5.564 -2.381 0.126
H 2.358 3.693 -0.297 0.057
H 2.287 5.437 -0.169 0.086
H 3.302 4.690 -1.415 0.080
H -0.023 3.716 -0.585 0.047
C -0.087 -6.086 -1.417 -0.065
C 0.318 -5.916 0.040 -0.502
C -0.896 -5.961 0.958 -0.064
O 1.017 -4.689 0.214 -0.053
H -0.753 -5.274 -1.724 0.074
H 0.791 -6.048 -2.063 0.079
H -0.601 -7.035 -1.580 0.076
H 1.017 -6.706 0.320 0.135
H -1.584 -5.146 0.718 0.082
H -0.593 -5.836 1.997 0.078
H -1.433 -6.907 0.862 0.076
H 0.419 -3.972 -0.029 0.073
C 6.033 0.112 -3.056 -0.063
C 6.598 -0.472 -1.768 -0.505
C 5.987 -1.835 -1.468 -0.061
O 6.363 0.416 -0.686 -0.052
H 4.953 0.255 -2.963 0.080
H 6.475 1.088 -3.257 0.077
H 6.225 -0.542 -3.909 0.073
H 7.683 -0.568 -1.855 0.131
H 4.906 -1.743 -1.332 0.073
H 6.397 -2.240 -0.542 0.076
H 6.178 -2.545 -2.275 0.073
H 5.404 0.507 -0.595 0.064
C -5.267 1.585 4.421 -0.065
C -4.001 0.931 3.888 -0.505
C -3.923 -0.535 4.291 -0.060
O -2.854 1.629 4.362 -0.047
H -5.285 1.552 5.515 0.076
H -5.305 2.634 4.125 0.079
H -6.162 1.085 4.045 0.073
H -3.979 1.012 2.803 0.111
H -3.899 -0.633 5.381 0.077
H -3.010 -0.987 3.904 0.074
H -4.779 -1.098 3.912 0.075
H -2.837 1.578 5.323 0.084
C -6.706 2.453 -0.572 -0.065
C -5.389 1.696 -0.490 -0.488
C -5.255 0.686 -1.620 -0.060
O -5.282 1.034 0.770 -0.060
H -7.550 1.761 -0.485 0.077
H -6.785 3.169 0.246 0.078
H -6.796 2.991 -1.516 0.078
H -4.559 2.401 -0.532 0.144
H -6.056 -0.058 -1.564 0.078
H -4.308 0.153 -1.543 0.076
H -5.304 1.174 -2.595 0.079
H -6.005 0.402 0.836 0.087
```